{"formula": "C29H41BrClN3O3", "method": "the ωB97M-V functional and the def2-TZVPD basis", "smiles": "O=C(CCCCCBr)N1CCC(C[C@H]2CC(c3ccc(Cl)cc3)=NO2)(C(=O)NCC2CCCCC2)CC1", "max_force_ev_per_a": 1.04, "e_homo_ev": -8.7, "lumo_ev": 0.26, "species": ["O", "C", "C", "C", "C", "C", "C", "Br", "N", "C", "C", "C", "C", "C", "C", "C", "C", "C", "C", "C", "Cl", "C", "C", "N", "O", "C", "O", "N", "C", "C", "C", "C", "C", "C", "C", "C", "C", "H", "H", "H", "H", "H", "H", "H", "H", "H", "H", "H", "H", "H", "H", "H", "H", "H", "H", "H", "H", "H", "H", "H", "H", "H", "H", "H", "H", "H", "H", "H", "H", "H", "H", "H", "H", "H", "H", "H", "H", "H"], "coordinates": [[-2.54604, 3.58978, -0.60318], [-2.92183, 2.47522, -0.27837], [-3.11926, 2.08895, 1.18505], [-2.53604, 3.16384, 2.10119], [-1.00440, 3.10092, 2.14104], [-0.36380, 4.47470, 2.33731], [-0.36448, 5.28135, 1.05093], [0.92092, 4.56665, -0.21235], [-3.20389, 1.53360, -1.20186], [-3.59376, 0.17054, -0.94713], [-2.38676, -0.77024, -1.09712], [-1.45248, -0.30209, -2.23631], [-0.29808, 0.58771, -1.72252], [0.88234, -0.14218, -1.07780], [1.88286, 0.84315, -0.45893], [1.61321, 0.61490, 1.00989], [2.15017, 1.42262, 2.08491], [3.01425, 2.48532, 1.81992], [3.48609, 3.27724, 2.84927], [3.09760, 3.01017, 4.15303], [3.67269, 4.01092, 5.43915], [2.24933, 1.94836, 4.43824], [1.78155, 1.16080, 3.40759], [0.83212, -0.37308, 1.21876], [0.43859, -0.94612, 0.04236], [-0.84925, -1.50126, -2.99675], [-0.66515, -1.47821, -4.19754], [-0.55226, -2.56890, -2.23311], [-0.02014, -3.79362, -2.79083], [0.92086, -4.53372, -1.83685], [0.19983, -5.01968, -0.57711], [1.14973, -5.83606, 0.29578], [2.36836, -5.00249, 0.68021], [3.08580, -4.50295, -0.57002], [2.12862, -3.68740, -1.43455], [-2.28617, 0.51466, -3.23902], [-2.87153, 1.77551, -2.59725], [-4.19173, 1.98482, 1.36854], [-2.63535, 1.13304, 1.39099], [-2.93492, 3.04520, 3.11017], [-2.86162, 4.13581, 1.72672], [-0.68374, 2.43004, 2.94031], [-0.63160, 2.68102, 1.20415], [-0.92045, 5.03505, 3.09387], [0.66173, 4.35636, 2.69860], [-0.07292, 6.31791, 1.21539], [-1.32216, 5.22786, 0.53536], [-4.36369, -0.08922, -1.68087], [-4.03731, 0.06907, 0.04212], [-1.83381, -0.80665, -0.15907], [-2.76703, -1.77128, -1.30828], [-0.69023, 1.30508, -1.00017], [0.10944, 1.14749, -2.56619], [1.34712, -0.82060, -1.79648], [2.91923, 0.59573, -0.69541], [1.68982, 1.87153, -0.75947], [3.30994, 2.70789, 0.80753], [4.14747, 4.10319, 2.64058], [1.96052, 1.74975, 5.45842], [1.12115, 0.33136, 3.60520], [-0.62508, -2.50734, -1.23113], [0.49967, -3.52666, -3.71595], [-0.85328, -4.45824, -3.05752], [1.28300, -5.41362, -2.38141], [-0.66539, -5.62635, -0.85443], [-0.15682, -4.16464, 0.00167], [0.62939, -6.17159, 1.19528], [1.47514, -6.72323, -0.25270], [3.05034, -5.59896, 1.28944], [2.04674, -4.14564, 1.27669], [3.94310, -3.88899, -0.28618], [3.45968, -5.35572, -1.14169], [2.64307, -3.32603, -2.32783], [1.78879, -2.82665, -0.85844], [-1.66273, 0.78786, -4.08948], [-3.08234, -0.12613, -3.62219], [-3.77163, 2.08809, -3.13976], [-2.16108, 2.60448, -2.62239]]}